# 1
DFT (ωB97M-V with the def2-TZVPD basis set) results for a 2-piece molecular cluster, C10H19BrF3N4O6PS overall.

Each line ends with the Mulliken charge.
Cartesian coordinates (Å):
N 1.8457 2.3661 2.4805  -0.4151
C 0.6164 2.6779 2.0614  0.6462
N 0.2418 3.8480 1.5453  -0.5363
C -1.0335 3.7109 1.1995  0.5048
P -1.9915 5.1712 0.5063  0.0879
O -0.8076 6.2294 0.6883  -0.4029
Br -1.8061 4.5685 -1.6138  -0.0614
N -1.4810 2.4944 1.4961  0.5512
C -2.7822 1.8533 1.2967  -0.7533
C -2.6485 0.6082 0.4261  -0.9324
C -1.9906 0.8917 -0.9373  -0.3753
C -0.5094 0.5074 -0.9045  0.0513
S 0.4488 1.2530 -2.2066  1.3237
O 1.4793 2.0586 -1.6052  -0.6778
O -0.4113 1.8558 -3.1774  -0.6416
O 1.0929 -0.0704 -2.7605  -0.4221
N -0.4271 1.8364 2.0541  -0.4394
H 2.6141 2.8398 2.0355  0.2317
H 2.0454 1.7465 3.2445  0.2314
H 0.0682 5.9019 0.4254  0.3777
H -3.4307 2.6046 0.8517  0.3391
H -3.1950 1.5918 2.2722  0.2840
H -3.6337 0.1674 0.2900  0.4270
H -2.0613 -0.1376 0.9679  0.4596
H -2.4920 0.3108 -1.7087  0.5464
H -2.0925 1.9359 -1.2273  0.0349
H -0.0428 0.8434 0.0103  -0.1044
H -0.3932 -0.5652 -0.9969  -0.4839
H 2.0271 0.0702 -2.9887  0.3473
H -0.4656 0.8792 2.3732  0.1913
C 0.4853 -3.8723 -1.9655  -1.3094
C 1.0918 -2.7787 -1.0924  1.1950
O 1.0654 -2.9910 0.2914  -0.3130
C 2.2027 -3.7726 0.8580  0.0502
O 3.3632 -3.4336 0.4220  -0.8504
C 1.9227 -5.2953 0.6821  0.7310
F 0.6076 -5.6367 0.8222  -0.2925
F 2.5785 -5.9788 1.6461  -0.2893
F 2.3233 -5.8199 -0.4890  -0.2674
H -0.4274 -4.2601 -1.5108  0.2683
H 0.2458 -3.4670 -2.9540  0.4249
H 1.1713 -4.7027 -2.1109  0.2948
H 0.4886 -1.8833 -1.2214  -0.4074
H 2.1070 -2.5298 -1.4257  0.2404
H 1.9902 -3.6273 1.9497  0.1353

Output
- DFT total energy: -4675.9916 hartree

***

# 2
DFT (ωB97M-V with the def2-TZVPD basis set) results for one molecule with the formula C10H19N3O5.

Each line ends with the Mulliken charge.
Cartesian coordinates (Å):
C -1.8583 0.0988 -1.1639  0.3099
C -0.9699 0.6915 -0.0435  0.6490
C -1.5491 0.5735 -2.5276  -1.3776
C -0.1948 0.3016 -3.1584  -0.2777
C 0.2803 -1.0445 -2.7959  0.0800
C 1.4084 -1.6979 -3.6493  -0.7619
C -0.1576 0.1378 2.3625  -0.7115
C -0.7729 1.3719 3.0828  0.4169
C 1.3596 0.1076 2.1228  -0.2061
C 1.7113 -1.2094 1.5620  0.4771
H -3.3067 1.4469 -0.7785  0.3240
H -3.5163 0.0310 0.0956  0.3668
H -1.8187 -1.0314 -1.1002  0.3349
H -1.6516 1.6255 -2.6122  0.2929
H -2.3294 0.1841 -3.2245  0.3914
H -0.2228 0.4651 -4.2008  0.4872
H 0.6187 1.0001 -2.7518  0.1485
H 0.3386 -0.9842 -1.7018  -0.2183
H -0.5252 -1.8283 -2.8342  0.2373
H 1.0352 -1.7771 -4.6968  0.3357
H 1.4530 -2.7229 -3.2515  0.3542
H 3.1699 -0.3669 -3.8481  0.2207
H 3.4739 -1.2502 -2.9177  0.2178
H -1.6765 -0.7343 1.2604  0.2344
H -0.5797 -0.6838 2.9185  0.7030
H 1.8614 0.1360 3.1091  0.3977
H 1.6232 0.9637 1.3997  0.1880
H 3.0510 -2.5219 1.6177  0.3632
H -0.3329 2.3872 1.3608  0.3858
N -3.3066 0.4293 -0.8393  -0.6948
N 2.8479 -1.3454 -3.7139  -0.6500
N -1.0521 -0.0458 1.1102  -0.1201
O -0.3036 1.7168 -0.2665  -0.8084
O -1.1010 1.3232 4.2549  -0.5625
O 1.0284 -1.8823 0.7912  -0.5722
O 2.9492 -1.5985 1.8967  -0.4701
O -0.7769 2.4919 2.2622  -0.4850

Output
- Energy relative to the best compared isomer or geometry (same formula, charge and spin): 2.823 eV
- DFT total energy: -932.8852 hartree
- Structure (SMILES): NCCCC[C@H](N)C(=O)N[C@@H](CC(=O)O)C(=O)O

***

# 3
DFT (ωB97M-V with the def2-TZVPD basis set) results for an isolated ion of composition C10H19N3S and charge +2.

Each line ends with the Mulliken charge.
Cartesian coordinates (Å):
C -1.8037 -0.4105 0.4066  -0.0236
C -2.8849 -0.0781 1.1440  0.1651
C -2.5426 1.0599 1.9698  0.6415
C 0.7239 0.5910 -1.5020  -0.7373
C 1.1414 -1.1117 0.0887  -0.8408
C 2.2281 0.7764 -1.6940  -0.4883
C 2.5457 -1.0998 -0.2625  -0.8670
C -4.1643 -0.7993 1.2687  -1.3464
C -3.5690 1.7336 2.8203  -1.2585
C 4.2827 -0.4124 -1.9880  -0.8276
N -0.7299 0.3687 0.4779  0.1233
N 0.6072 0.2675 -0.0795  -0.1360
N 2.8788 -0.5387 -1.5657  -0.0883
S -1.0029 1.6277 1.6179  0.0843
H -1.9273 -1.0621 -0.4317  0.4417
H 0.1989 1.5718 -1.6037  0.4188
H 0.0838 -0.1089 -2.1401  0.3455
H 0.5613 -1.7672 -0.4955  0.4796
H 0.9955 -1.4140 1.0653  0.5929
H 2.6469 1.2025 -2.6514  0.4795
H 2.6030 1.5246 -0.9402  0.3531
H 3.1174 -0.4713 0.3795  0.4395
H 2.9469 -2.1444 -0.1323  0.4522
H -4.2152 -1.8536 0.8978  0.3959
H -4.6565 -0.6732 2.3205  0.2745
H -4.9719 -0.3153 0.5319  0.3221
H -3.0253 2.6543 3.2182  0.3341
H -4.4700 2.0892 2.3526  0.3853
H -3.9493 1.0575 3.4882  0.4139
H 5.0405 -1.2097 -1.6998  0.3265
H 4.2391 -0.3560 -3.0906  0.3856
H 4.6741 0.5037 -1.5808  0.3751
H 2.3976 -1.2024 -2.1900  0.3835

Output
- Energy relative to the best compared isomer or geometry (same formula, charge and spin): 1.959 eV
- DFT total energy: -954.2056 hartree
- Total charge: +2

***

# 4
DFT (ωB97M-V with the def2-TZVPD basis set) results for a 2-piece molecular cluster, C10H19N4 overall.

Each line ends with the Mulliken charge.
Cartesian coordinates (Å):
C -4.8672 0.5459 -0.7835  -0.2294
C -4.1396 1.3399 0.0673  -0.6281
C -4.4238 -0.7093 -1.1624  -0.6647
C -2.9610 0.8367 0.5843  -0.1272
C -3.1703 -1.1341 -0.7059  -0.1894
C -2.4176 -0.2978 0.1634  0.0975
C 1.8028 -1.9429 0.6592  -1.0975
C -1.0838 -0.7565 0.7825  -0.8970
C 0.0669 -0.2508 -0.1080  -0.7137
C 3.4726 1.1053 -0.3181  0.8028
N 4.2683 1.2783 0.7413  -0.4019
N 3.7256 -0.0148 -1.1094  -0.5732
N 2.6119 1.9607 -0.7872  -0.3147
N 1.4042 -0.5219 0.5859  -0.1884
H -5.8645 0.7165 -1.1702  0.3323
H -4.4777 2.3660 0.4785  0.2582
H -5.1457 -1.3135 -1.7532  0.3302
H -2.5383 1.3994 1.3828  0.3842
H -2.6739 -2.0841 -0.7956  0.3413
H 2.3648 -2.1677 -0.2161  0.3339
H 2.5769 -2.1396 1.3337  0.4367
H 1.0262 -2.6504 1.0483  0.2971
H -0.9527 -0.4184 1.8831  0.4126
H -1.1539 -1.8312 0.8414  0.4501
H 0.0570 0.8525 -0.2757  0.3477
H 0.0776 -0.8013 -0.9953  0.4107
H 4.3412 2.2351 1.0858  0.2365
H 5.0182 0.5992 0.9979  0.2315
H 4.3317 -0.6621 -0.5003  0.2550
H 2.8289 -0.4196 -1.4358  0.2918
H 2.0831 1.9798 -1.5772  0.2208
H 2.5805 2.9508 -0.3640  0.2378
H 1.2314 -0.0504 1.4223  0.3165

Output
- Energy relative to the best compared isomer or geometry (same formula, charge and spin): 0.383 eV
- DFT total energy: -611.1905 hartree
- Total charge: +1

***

Number 1: E_HOMO -6.0 eV. Number 2: E_HOMO -9.4 eV. Number 3: E_HOMO -16.4 eV. Number 4: E_HOMO -11.4 eV.